Below is a cluster of 2 separate species, C4H9NO in total, with properties calculated with the ωB97M-V functional and the def2-TZVPD basis.

Each line ends with the natural charge from an NBO analysis.
Atoms and positions in Å:
C: 1.300 2.331 1.780  -0.39
C: 1.028 1.772 0.587  -0.23
C: 0.119 0.666 0.496  -0.25
C: -0.273 0.148 -0.776  0.02
N: -1.497 -0.419 -1.070  -0.93
H: 2.130 3.096 1.922  0.20
H: 0.773 1.997 2.645  0.18
H: 1.242 2.341 -0.287  0.21
H: -0.273 0.296 1.443  0.20
H: 0.363 0.008 -1.642  0.17
H: -2.074 -0.053 -1.884  0.39
H: -1.498 -1.424 -0.901  0.41
O: -0.821 -3.447 -0.718  -0.95
H: -0.391 -3.678 -1.569  0.48
H: -0.129 -3.634 -0.026  0.48

Properties
E_HOMO in eV: -7.6362
Orbital gap in eV: 8.3
SMILES string: C=C/C=C/N.O
Total charge: 0
Spin multiplicity: 1